Here is a 2-piece molecular cluster, C2H6NO3 overall from the OMol25 dataset. Energies are from wB97M-V/def2-TZVPD.

The geometry in ORCA input format:
```
! RIJCOSX wB97M-V def2-TZVPD def2/J DEFGRID3
* xyz -1 1
C -1.43659 0.39362 -1.91558
N -0.24051 -0.35767 -1.60624
C -0.00910 -0.59369 -0.06264
O 1.19355 -0.57906 0.28195
O -1.01546 -0.72730 0.62224
H -1.54500 1.34022 -1.36638
H -2.38658 -0.16940 -1.72306
H -1.43944 0.72795 -2.98955
H -0.56708 -1.30863 -1.81686
H 1.46895 0.81194 1.59354
H 1.33890 0.84635 3.00612
O 1.46449 1.50346 2.29993
*
```

The LUMO energy comes out at 4.27 eV. For the total energy, the calculation gives -9805.3544 eV. The value obtained for the HOMO-LUMO gap is 8.5 eV.

Here are the natural (NBO) charges for atoms 1 to 8, given in e: -0.408, -0.728, 0.875, -0.798, -0.759, 0.187, 0.162, 0.160